DFT (ωB97M-V with the def2-TZVPD basis set) results for a structure of composition C42H90CdN5O23 at a distorted geometry.

Each line ends with the Löwdin charge.
Geometry (Å):
O 2.345 0.893 -2.406  0.24
H 1.952 0.984 -1.535  0.06
H 1.921 0.171 -2.875  0.11
H 2.433 1.730 -2.867  0.08
Cd -0.085 -6.052 2.289  1.48
C -0.117 -0.472 1.482  -0.01
C -0.439 -1.772 1.772  -0.33
C 0.086 -2.914 0.910  -0.28
O -0.029 -4.161 1.268  -0.21
C 0.642 -2.754 -0.351  0.02
C 0.745 -1.448 -0.893  -0.29
C 0.606 -0.227 0.218  -0.21
O 1.036 0.899 -0.158  -0.05
O 0.975 -1.159 -2.077  -0.02
O -1.146 -1.908 2.860  -0.08
H -0.520 0.323 2.092  0.11
H 0.859 -3.608 -0.975  0.10
C 5.444 -6.608 1.701  -0.05
C 4.123 -6.806 2.029  -0.42
C 3.013 -6.431 1.080  -0.34
O 1.743 -6.749 1.306  -0.29
C 3.387 -5.676 -0.019  0.02
C 4.746 -5.314 -0.364  -0.36
C 5.865 -5.944 0.546  -0.39
O 7.069 -5.967 0.208  -0.04
O 5.052 -4.613 -1.275  0.09
O 3.944 -7.406 3.139  -0.09
H 6.238 -6.971 2.336  0.11
H 2.560 -5.343 -0.629  0.08
O -2.432 -0.990 -1.547  -0.04
H -2.126 -0.151 -1.202  0.01
H -1.719 -1.293 -2.109  -0.01
O 2.348 -3.376 -3.103  -0.05
H 2.322 -4.193 -2.605  0.01
H 1.938 -2.731 -2.528  -0.03
O -1.613 -5.197 3.440  -0.11
H -1.828 -4.280 3.271  0.05
H -2.114 -5.421 4.224  0.08
O -0.266 -2.519 5.469  -0.07
H 0.546 -2.038 5.314  -0.02
H -0.823 -2.296 4.723  -0.02
C -10.187 5.256 2.138  -0.18
O -10.797 4.153 2.666  -0.18
C -9.984 2.990 3.046  -0.18
C -8.751 3.167 3.907  -0.19
N -7.795 1.975 4.068  -0.06
C -7.028 1.764 2.822  -0.19
C -6.040 0.457 2.844  -0.16
O -4.783 0.830 3.465  -0.21
C -3.635 0.098 3.087  -0.12
H -9.413 5.096 1.386  0.09
H -9.679 5.961 2.796  0.08
H -11.034 5.828 1.759  0.09
H -9.680 2.582 2.083  0.11
H -10.739 2.354 3.508  0.13
H -9.196 3.296 4.893  0.11
H -8.155 4.046 3.658  0.11
H -7.109 2.046 4.806  0.10
H -6.384 2.623 2.631  0.10
H -7.653 1.561 1.953  0.10
H -5.793 0.182 1.819  0.09
H -6.614 -0.401 3.194  0.11
H -2.709 0.595 3.375  0.09
H -3.499 -0.065 2.018  0.07
H -3.803 -0.908 3.473  0.08
C 4.886 1.604 5.954  -0.05
O 3.564 1.773 6.587  -0.20
C 2.431 1.976 5.749  -0.19
C 2.288 0.879 4.598  -0.23
N 2.252 -0.458 5.059  -0.04
C 2.417 -1.454 3.970  -0.18
C 3.797 -1.534 3.300  -0.16
O 4.717 -1.783 4.353  -0.23
C 4.850 -2.988 4.999  -0.12
H 5.716 1.662 6.658  0.08
H 5.016 2.451 5.280  0.07
H 4.928 0.674 5.386  0.07
H 2.373 2.995 5.366  0.09
H 1.499 1.856 6.301  0.11
H 3.203 1.145 4.070  0.09
H 1.388 1.108 4.026  0.12
H 2.992 -0.484 5.746  0.10
H 1.663 -1.165 3.238  0.09
H 2.191 -2.432 4.396  0.10
H 4.083 -0.592 2.832  0.11
H 3.846 -2.412 2.655  0.13
H 3.942 -3.309 5.509  0.08
H 5.538 -2.858 5.835  0.09
H 5.255 -3.727 4.308  0.10
C -4.400 2.067 -0.489  -0.08
O -3.242 2.879 -0.684  -0.22
C -2.095 2.695 0.168  -0.19
C -0.899 3.656 -0.023  -0.20
N 0.208 3.284 0.832  -0.06
C 1.303 4.264 0.807  -0.19
C 2.236 4.146 2.036  -0.15
O 2.999 5.380 2.300  -0.21
C 3.218 5.591 3.633  -0.16
H -4.193 0.998 -0.541  0.08
H -5.004 2.486 -1.294  0.09
H -4.819 2.419 0.454  0.08
H -1.694 1.683 0.201  0.09
H -2.528 2.787 1.164  0.12
H -1.235 4.690 0.063  0.12
H -0.583 3.566 -1.062  0.10
H 0.469 2.351 0.544  0.04
H 1.213 5.327 0.585  0.12
H 1.716 4.011 -0.170  0.09
H 2.902 3.287 2.114  0.11
H 1.449 4.150 2.791  0.10
H 4.114 5.043 3.922  0.08
H 2.379 5.304 4.268  0.08
H 3.407 6.662 3.704  0.09
C -0.274 -4.596 -4.412  -0.13
O -0.409 -3.476 -5.269  -0.21
C -1.677 -2.819 -4.973  -0.15
C -1.845 -1.656 -6.037  -0.18
N -2.349 -1.998 -7.403  -0.05
C -1.464 -2.924 -8.147  -0.20
C -0.022 -2.384 -8.453  -0.17
O 1.037 -3.361 -8.801  -0.20
C 1.549 -4.077 -7.659  -0.10
H -0.971 -5.412 -4.602  0.09
H -0.241 -4.258 -3.376  0.08
H 0.641 -5.163 -4.581  0.09
H -1.667 -2.487 -3.935  0.10
H -2.522 -3.501 -5.073  0.12
H -0.930 -1.065 -6.017  0.09
H -2.569 -0.988 -5.571  0.09
H -2.619 -1.213 -7.977  0.10
H -1.976 -3.212 -9.065  0.11
H -1.304 -3.912 -7.717  0.10
H 0.360 -1.621 -7.775  0.11
H -0.156 -1.786 -9.355  0.10
H 2.265 -4.866 -7.890  0.09
H 0.693 -4.637 -7.283  0.06
H 1.862 -3.469 -6.811  0.09
C 5.286 2.278 -0.481  -0.07
O 4.395 2.361 -1.600  -0.20
C 4.365 3.608 -2.219  -0.21
C 3.686 3.608 -3.624  -0.18
N 2.238 3.523 -3.533  -0.08
C 1.518 3.432 -4.796  -0.20
C 0.194 2.820 -4.632  -0.29
O 0.192 1.519 -4.172  -0.16
C -1.169 1.101 -3.929  -0.06
H 4.775 2.183 0.477  0.07
H 5.955 3.132 -0.368  0.09
H 5.790 1.312 -0.453  0.09
H 5.411 3.841 -2.419  0.12
H 3.891 4.309 -1.532  0.12
H 4.221 3.070 -4.406  0.13
H 3.773 4.622 -4.013  0.11
H 1.972 4.417 -3.145  0.12
H 1.990 2.745 -5.497  0.13
H 1.531 4.424 -5.246  0.13
H -0.272 2.828 -5.617  0.13
H -0.476 3.440 -4.037  0.12
H -1.776 1.750 -3.298  0.09
H -1.136 0.110 -3.475  0.07
H -1.744 1.098 -4.855  0.08

Cartesian forces, eV/Å:
2.060 -0.501 -1.090
-1.324 0.032 2.215
-0.881 -0.708 -0.208
-0.437 1.283 -0.491
3.248 0.063 -1.355
1.928 0.783 -4.062
-1.797 0.304 3.407
0.072 -3.073 -0.412
-0.660 1.857 0.650
-0.373 1.934 -0.202
0.096 0.387 2.013
-1.161 -0.259 0.445
0.112 -1.180 -0.224
-0.257 0.091 0.247
1.043 -1.791 -2.423
0.369 0.136 0.042
-0.087 -0.114 0.256
0.382 1.238 -1.174
0.514 -1.982 2.876
0.220 1.680 -0.641
-0.973 -0.343 0.466
-1.541 -0.932 1.059
0.870 -1.556 1.917
1.142 -0.888 -0.319
-0.962 0.912 -0.489
0.121 1.356 -1.732
-1.858 0.546 -0.832
-0.242 -0.190 0.192
0.009 0.242 -0.345
-0.478 -0.121 0.001
0.173 0.273 0.192
0.317 -0.200 -0.036
0.026 -0.235 -0.454
0.442 -0.265 0.123
-0.138 0.433 -0.069
-0.951 -0.450 0.645
0.442 1.246 -0.585
0.056 -0.375 0.366
-0.236 -0.632 0.690
0.179 0.439 0.081
-0.043 0.266 -0.592
0.178 1.633 -0.596
0.670 -1.622 1.874
-0.385 0.063 -1.959
0.949 -0.548 2.203
-1.426 -0.069 -2.264
1.527 -1.986 0.474
0.059 2.320 -0.539
-1.296 0.533 -0.011
-0.637 -1.034 -0.314
-0.224 -0.576 -0.582
-0.006 -0.240 0.967
0.275 0.175 -0.575
-0.023 -0.485 -0.107
0.400 -0.193 0.017
0.517 0.422 0.346
-0.221 0.293 -0.278
-0.400 0.654 0.316
0.133 0.140 -0.350
-0.374 0.299 0.202
-0.126 0.278 -0.404
0.392 -0.124 1.004
-0.362 -0.121 0.711
-0.485 0.326 -0.545
0.927 -0.150 0.376
-1.715 0.754 -0.491
0.872 -0.410 0.308
-0.734 -1.830 -0.688
0.645 2.851 0.531
0.294 -0.640 0.287
-0.054 0.764 0.021
-0.471 -1.201 1.838
1.145 2.725 -0.007
-0.090 -0.851 0.229
-0.603 -0.182 0.491
0.156 0.023 -0.332
0.120 -0.091 0.067
0.441 0.057 -0.517
0.384 0.003 0.945
0.019 -0.415 -1.184
0.135 0.181 -0.283
0.205 -0.847 0.200
-0.110 -0.384 -0.118
-0.068 -0.069 -0.242
0.139 -0.248 -0.140
-0.243 0.267 -0.712
-0.413 -0.379 -0.354
0.358 0.202 -0.230
-0.217 -0.489 0.150
1.012 1.831 0.121
2.052 0.137 -1.040
-1.052 -0.106 1.295
-0.981 -0.272 -0.875
-1.888 2.045 1.749
1.845 -1.457 -1.708
-0.753 1.668 0.232
-1.509 -1.508 -2.596
0.800 0.450 0.569
-0.212 -0.033 -0.021
-0.506 -0.849 0.012
-0.400 -0.699 0.339
-0.050 -0.498 -0.673
0.419 0.360 0.597
0.127 0.075 0.519
-0.016 -0.016 -0.698
0.858 0.057 0.104
-1.560 0.180 0.867
1.576 -0.173 -0.201
-0.194 -0.151 -0.183
0.262 -0.643 0.618
0.135 -0.071 0.584
-0.141 0.021 0.100
0.067 0.016 0.497
0.805 -0.503 -0.078
-1.425 -0.191 0.515
1.027 0.193 -2.448
-0.639 0.060 0.842
1.288 -1.783 1.237
0.863 -0.160 -0.082
0.354 -0.164 -1.341
-0.624 0.924 0.726
-1.845 -0.473 0.293
-1.030 0.415 0.139
-0.301 -0.222 0.163
0.580 0.813 -0.252
0.068 0.482 -0.019
-0.013 -0.316 -0.106
0.398 -0.198 -0.228
-0.350 0.051 -0.179
0.243 0.171 0.329
0.101 0.485 -0.331
-0.447 0.241 0.972
-0.051 -0.513 0.791
0.314 -0.174 -0.433
0.317 0.625 -0.665
-0.029 -0.197 0.418
0.327 0.375 -0.316
-0.516 -0.575 0.619
0.080 -0.936 0.527
0.528 -0.272 -1.094
0.450 2.101 0.637
-0.226 -1.718 0.280
1.502 -0.503 -0.107
-2.212 1.200 -0.729
-0.634 -0.716 0.937
0.344 -0.270 -0.259
-0.805 0.574 0.001
0.185 -0.089 -0.453
0.487 0.169 -0.863
0.108 0.813 0.065
-0.029 0.543 -0.221
-0.509 -1.028 0.381
1.165 0.547 0.105
-0.299 -0.249 0.606
0.812 0.099 0.086
-0.614 -0.018 -0.469
-0.198 0.100 -0.483
-0.022 0.194 0.519
0.582 0.425 0.547
0.115 0.163 -0.309
0.209 -0.343 -0.368

Properties
Charge: -1
LUMO level (hartree): 0.0010
M (g mol⁻¹): 1145.6
E (Eh): -3825.8515
Frontier orbital gap (Eh): 0.1292
HOMO energy (eV): -3.5